# C21H27N3O4

An isolated molecule of C21H27N3O4 (ωB97M-V/def2-TZVPD, the OMol25 dataset).

Results
HOMO-LUMO gap, eV: 8.905
ΔE to the lowest compared entry with this formula, charge and spin, kcal/mol: 27.6
Multiplicity: 1
Lowest unoccupied orbital energy, eV: 0.63
Total charge: 0

Positions of all 55 atoms, in Å:
C: -1.0292 -3.8644 1.2329
O: -0.7950 -3.4354 -0.0850
C: 0.3632 -2.7688 -0.3596
C: 0.5650 -2.4311 -1.6981
C: 1.7201 -1.7781 -2.0750
C: 2.6862 -1.4496 -1.1372
C: 2.4873 -1.7569 0.2012
C: 3.5055 -1.4053 1.2555
C: 4.1233 -0.0124 1.0734
N: 3.1024 0.9834 0.8589
C: 2.9994 1.6641 -0.2950
O: 3.8505 1.6623 -1.1627
C: 1.7089 2.4691 -0.4276
C: 0.4499 1.5889 -0.2197
C: -0.0300 1.7658 1.2166
O: 0.5987 1.3056 2.1611
N: -1.1257 2.5119 1.4200
C: -2.0125 3.0332 0.4044
C: -1.2732 3.0916 -0.9375
N: -0.5410 1.8844 -1.2350
C: -1.3292 0.7460 -1.6735
C: -2.2358 0.1268 -0.6525
C: -1.9999 -0.4837 0.5431
C: -3.2681 -0.8454 1.0641
C: -4.1920 -0.4377 0.1504
C: -5.6746 -0.5451 0.1243
O: -3.5709 0.1591 -0.8926
C: 1.3216 -2.4154 0.5818
H: -1.9844 -4.3867 1.2063
H: -1.1009 -3.0218 1.9275
H: -0.2491 -4.5526 1.5759
H: -0.1924 -2.7035 -2.4164
H: 1.8758 -1.5221 -3.1124
H: 3.5822 -0.9436 -1.4568
H: 4.3117 -2.1444 1.2427
H: 3.0269 -1.4523 2.2364
H: 4.7070 0.2408 1.9655
H: 4.7860 0.0199 0.2061
H: 2.3258 1.0012 1.5169
H: 1.6812 2.8776 -1.4379
H: 1.7328 3.2948 0.2868
H: 0.7462 0.5421 -0.3426
H: -1.4254 2.5904 2.3831
H: -2.9015 2.3966 0.3248
H: -2.3385 4.0352 0.7000
H: -0.5505 3.9122 -0.9113
H: -1.9855 3.2850 -1.7413
H: -0.6214 -0.0076 -2.0343
H: -1.9444 1.0732 -2.5160
H: -1.0477 -0.6553 1.0005
H: -3.4633 -1.3453 1.9910
H: -6.0243 -0.9980 1.0470
H: -5.9955 -1.1585 -0.7170
H: -6.1289 0.4390 0.0131
H: 1.1790 -2.6518 1.6256

=====

# C4H8N2

An isolated molecule of C4H8N2 at a distorted geometry (ωB97M-V/def2-TZVPD, the OMol25 dataset).

Results
HOMO-LUMO gap (spin up / spin down), eV: 6.851 / 6.814
ΔE to the lowest compared entry with this formula, charge and spin, kcal/mol: 92.2
Multiplicity: 1
Lowest unoccupied orbital energy (spin up / spin down), eV: -0.33 / -0.31
Total charge: 0

Positions of all 14 atoms, in Å:
H: -1.3235 -1.9538 0.4590
N: -1.1419 -1.3500 -0.3544
C: -0.6707 -0.1353 -0.0708
C: -1.5767 1.0595 -0.0806
C: 0.7572 -0.1253 0.0228
C: 1.2011 -1.4346 -0.0992
N: 1.5879 0.9800 -0.1212
H: -1.2895 1.7708 0.6977
H: -2.6105 0.7691 0.1332
H: -1.5651 1.5547 -1.0553
H: 2.2215 -1.6493 -0.4133
H: 0.8269 -2.3027 0.4288
H: 1.1413 1.8762 0.0313
H: 2.4421 0.9406 0.4221

=====

# C19H19IN2O3Pb

A structure of composition C19H19IN2O3Pb at a distorted geometry (ωB97M-V/def2-TZVPD, the OMol25 dataset).

Results
HOMO-LUMO gap (spin up / spin down), eV: 4.922 / 4.506
Multiplicity: 1
Lowest unoccupied orbital energy (spin up / spin down), eV: -2.52 / -2.94
Total charge: 0

Positions of all 45 atoms, in Å:
C: 1.6154 4.3728 -0.3862
C: 3.2782 0.8609 -1.0691
H: 1.4298 5.0077 -1.2583
H: 2.7376 4.2671 -0.4187
H: 1.5123 4.9386 0.5391
H: 3.5085 0.5032 -2.0781
H: 3.8793 1.8034 -1.0271
H: 3.7688 0.2384 -0.3240
C: -2.4181 1.9010 -1.9477
C: -3.7271 1.6085 -2.3711
C: -3.9684 0.3610 -2.9446
C: -2.9051 -0.5439 -3.0342
H: -2.1945 2.8579 -1.4708
H: -4.5126 2.3582 -2.2413
H: -4.9566 0.0810 -3.3156
H: -3.0424 -1.5285 -3.4756
N: -1.4005 1.0541 -2.0499
C: -1.6327 -0.1727 -2.5338
C: -0.5093 -1.1300 -2.5058
N: 0.6626 -0.6966 -2.0261
C: 1.6583 -1.5476 -1.8600
C: 0.4022 -3.3666 -2.7843
C: 1.5894 -2.9031 -2.2069
H: 2.5704 -1.1306 -1.4431
H: 2.4530 -3.5391 -2.0242
C: -0.6531 -2.4673 -2.9393
H: -1.5968 -2.7717 -3.3841
H: 0.2952 -4.4053 -3.1046
Pb: 1.4914 2.1566 -0.6909
I: -0.9528 3.0826 1.3271
O: 1.7600 0.8756 3.7336
C: 0.8286 -0.0452 3.9800
C: 0.5283 -0.3855 5.3057
C: -0.3710 -1.4009 5.5679
C: -1.0146 -2.0722 4.5194
C: -0.7653 -1.7037 3.1927
C: 0.1547 -0.6960 2.9073
C: 0.3306 -0.2149 1.4844
O: -0.5100 -0.4593 0.6084
O: 1.4025 0.5213 1.2729
H: 1.8259 0.9033 2.7030
H: 1.0286 0.1648 6.0862
H: -0.5795 -1.6713 6.6007
H: -1.7228 -2.8753 4.7291
H: -1.2785 -2.1905 2.3581

=====

# C7H16ClN

A structure of composition C7H16ClN at a distorted geometry (ωB97M-V/def2-TZVPD, the OMol25 dataset).

Results
HOMO-LUMO gap, eV: 9.371
ΔE to the lowest compared entry with this formula, charge and spin, kcal/mol: 6.9
Multiplicity: 1
Lowest unoccupied orbital energy, eV: 0.83
Total charge: 0

Positions of all 25 atoms, in Å:
C: -1.5533 1.1311 -0.0970
C: -1.4287 -0.9890 -1.1770
C: -2.0414 -1.1020 1.2810
C: 1.7312 0.7239 -1.2442
C: 2.6848 0.7171 0.9783
C: 0.6202 -0.4082 0.5186
C: -1.2983 -0.3165 0.1265
N: 1.5132 0.6487 0.1507
Cl: 1.3184 -1.9812 -0.0643
H: -1.1840 1.3853 -1.0787
H: -1.3222 1.9208 0.6769
H: -2.7074 1.2110 -0.1550
H: -2.2697 -0.6517 -1.7538
H: -0.6621 -0.5935 -1.8133
H: -1.3788 -2.0402 -1.1538
H: -3.0395 -1.3127 0.8624
H: -1.5279 -2.0524 1.4805
H: -2.2402 -0.4597 2.0979
H: 2.3215 1.6505 -1.4336
H: 2.3669 -0.0719 -1.6895
H: 0.7870 0.8408 -1.7808
H: 3.5021 0.2503 0.5747
H: 2.9057 1.7257 1.0888
H: 2.3678 0.1744 1.9041
H: 0.5346 -0.4007 1.7007

=====

# C27H61B4N2O6P2

A cluster of 2 separate species, C27H61B4N2O6P2 in total at a distorted geometry (ωB97M-V/def2-TZVPD, the OMol25 dataset).

Results
HOMO-LUMO gap, eV: 7.659
Multiplicity: 1
Lowest unoccupied orbital energy, eV: -2.18
Total charge: +1

Positions of all 102 atoms, in Å:
C: 7.5764 -1.9683 -4.9725
C: 6.2282 -1.9835 -5.0954
C: 5.5964 -1.4832 -6.3703
O: 5.5405 -2.2454 -7.2834
O: 5.1309 -0.2101 -6.4865
C: 4.1743 0.1530 -5.4696
C: 3.4582 1.4165 -5.9378
C: 1.9575 1.4077 -5.6352
C: 1.3823 2.8295 -5.6483
C: -0.1399 2.8947 -5.8795
C: -0.9404 3.3958 -4.6391
B: -1.9008 2.2547 -4.1879
O: -1.5575 1.3810 -3.1442
B: -2.2589 0.1986 -3.0615
P: -1.6814 -1.2690 -1.9142
N: -2.9521 -1.8692 -1.1675
O: -3.4114 0.0038 -3.7537
B: -3.4513 0.7161 -4.9573
B: -3.8775 -0.0614 -6.4442
O: -3.7566 0.6306 -7.6153
N: -4.3139 -1.4474 -6.4286
C: -5.5803 -1.6805 -7.1436
C: -3.2576 -2.3830 -6.8152
O: -3.1006 2.0615 -4.8622
H: 8.1198 -2.8892 -4.7892
H: 8.1112 -1.0285 -5.0700
H: 5.5424 -2.2961 -4.3125
H: 3.4835 -0.6717 -5.2845
H: 4.7481 0.3799 -4.5660
H: 3.5797 1.4651 -7.0191
H: 3.9098 2.2936 -5.4744
H: 1.7264 0.9126 -4.6862
H: 1.4320 0.8486 -6.4147
H: 1.8870 3.3946 -6.4357
H: 1.6611 3.3260 -4.7161
H: -0.3384 3.5782 -6.7030
H: -0.4835 1.9095 -6.2101
H: -0.2922 3.7314 -3.8313
H: -1.5756 4.2373 -4.9232
H: -0.6767 -0.8071 -1.0340
H: -1.1026 -2.2651 -2.7367
H: -2.8200 -1.8198 -0.1628
H: -3.6765 1.5784 -7.4623
H: -5.5290 -2.5565 -7.7886
H: -5.8870 -0.8123 -7.7306
H: -6.3764 -1.8560 -6.4157
H: -3.0149 -2.3460 -7.8830
H: -2.3407 -2.1319 -6.2709
H: -3.5433 -3.3924 -6.5190
C: -1.8934 1.1674 8.4560
C: -0.4392 1.2007 7.9938
C: -0.2404 2.0447 6.7342
C: -0.7261 1.4023 5.4260
P: 0.3363 0.1636 4.6571
C: 1.9991 0.8801 4.5778
C: 2.2105 2.2786 3.9767
C: 2.1064 2.4368 2.4565
C: 2.9087 1.4233 1.6464
C: -0.2035 -0.0709 2.9544
C: -1.5862 -0.6413 2.6058
C: -1.8179 -2.1307 2.8631
C: -0.7046 -3.0500 2.3737
C: 0.6755 -1.3510 5.5874
C: -0.3401 -2.4437 5.9632
C: -1.7116 -2.0100 6.5084
C: -1.8611 -2.2677 8.0068
H: -2.5660 0.7968 7.6795
H: -2.0083 0.5231 9.3262
H: -2.2271 2.1669 8.7377
H: -0.0765 0.1810 7.8389
H: 0.1706 1.6244 8.7935
H: 0.8160 2.3066 6.6379
H: -0.7717 2.9897 6.8607
H: -0.7976 2.1905 4.6674
H: -1.7459 1.0264 5.5282
H: 2.6514 0.1439 4.1017
H: 2.3356 0.9171 5.6186
H: 3.2129 2.5918 4.2768
H: 1.5243 2.9866 4.4487
H: 2.4609 3.4387 2.2085
H: 1.0617 2.4253 2.1377
H: 3.9808 1.5714 1.7838
H: 2.6926 1.5321 0.5840
H: 2.6767 0.3908 1.9141
H: 0.5867 -0.5949 2.4125
H: -0.2017 0.9443 2.5495
H: -1.7421 -0.4614 1.5397
H: -2.3595 -0.0675 3.1232
H: -2.7533 -2.4154 2.3777
H: -1.9938 -2.2870 3.9275
H: -0.6533 -3.0615 1.2832
H: -0.8845 -4.0725 2.7049
H: 0.2781 -2.7613 2.7561
H: 1.1895 -1.0177 6.4944
H: 1.4649 -1.8346 4.9995
H: 0.1498 -3.0832 6.6999
H: -0.4781 -3.0919 5.0987
H: -2.4916 -2.5775 5.9986
H: -1.9130 -0.9597 6.2885
H: -1.8719 -3.3392 8.2079
H: -2.7963 -1.8530 8.3817
H: -1.0418 -1.8265 8.5781

=====

# C12H27ClN7O18P

A cluster of 8 separate species, C12H27ClN7O18P in total (ωB97M-V/def2-TZVPD, the OMol25 dataset).

Results
HOMO-LUMO gap, eV: 9.785
Multiplicity: 1
Lowest unoccupied orbital energy, eV: -0.42
Total charge: 0

Positions of all 66 atoms, in Å:
C: -0.4065 2.2440 -1.6107
C: 0.2251 1.7246 -2.6611
C: 1.2324 0.6230 -2.5555
O: 2.2969 0.8477 -1.5832
C: 2.5628 -0.3251 -0.9768
O: 3.2449 -0.4509 -0.0127
O: 1.9013 -1.3379 -1.6090
C: 0.6691 -0.6827 -2.0156
P: -0.5081 -1.6233 -3.1271
O: -1.8609 -1.4518 -2.2620
Cl: 0.1840 -3.5078 -2.6132
H: -0.0740 1.9882 -0.6077
H: -1.2462 2.9137 -1.7214
H: 0.0420 2.1165 -3.6562
H: 1.7146 0.4598 -3.5244
H: 0.1360 -0.4331 -1.0858
H: -1.8486 -1.8294 -1.3676
C: -5.1956 4.6621 -0.8320
N: -3.9006 4.0478 -1.2323
O: -3.8854 2.8662 -1.5110
O: -2.9272 4.7741 -1.2551
H: -5.9528 3.8888 -0.8622
H: -5.0564 5.0580 0.1699
H: -5.4052 5.4645 -1.5334
C: 5.5433 2.3910 -1.7414
N: 5.6571 3.1721 -3.0031
O: 6.1454 4.2796 -2.9486
O: 5.2434 2.6361 -4.0117
H: 5.9460 2.9859 -0.9305
H: 4.4898 2.1693 -1.5942
H: 6.1041 1.4715 -1.8806
C: 4.4576 0.4587 2.7385
N: 4.5593 1.2479 3.9972
O: 3.5504 1.4198 4.6467
O: 5.6595 1.6735 4.2875
H: 3.4284 0.1466 2.6085
H: 4.7836 1.0992 1.9258
H: 5.1260 -0.3915 2.8389
C: -9.5995 5.0942 -2.5149
N: -8.1406 5.3875 -2.4930
O: -7.7862 6.5116 -2.2066
O: -7.3902 4.4717 -2.7627
H: -10.1294 6.0019 -2.2541
H: -9.8419 4.7559 -3.5177
H: -9.7776 4.2991 -1.7975
C: -2.6148 -5.4839 -0.8247
N: -2.7172 -4.0611 -0.4087
O: -1.8414 -3.6058 0.3071
O: -3.6597 -3.4299 -0.8296
H: -1.7243 -5.9057 -0.3753
H: -3.5163 -5.9845 -0.4845
H: -2.5589 -5.4906 -1.9092
C: 1.5596 -3.1276 1.1783
N: 1.2001 -2.8632 2.5958
O: 0.7406 -1.7775 2.8759
O: 1.4025 -3.7595 3.3924
H: 1.3291 -2.2476 0.5995
H: 2.6224 -3.3474 1.1507
H: 0.9795 -3.9861 0.8524
C: 2.9431 -5.2758 6.2548
N: 4.3082 -5.7156 5.8564
O: 4.5793 -6.8942 5.9568
O: 5.0633 -4.8566 5.4511
H: 2.3930 -6.1467 6.5895
H: 3.0587 -4.5423 7.0469
H: 2.4829 -4.8167 5.3838

=====

Which formula does entry 2 have?
C4H8N2